No. 1
Density functional theory data (ωB97M-V/def2-TZVPD) for a structure of composition C4H7P in a non-equilibrium geometry.

## Properties
DFT total energy: -13546.6039 eV
ΔE to the lowest compared entry with this formula, charge and spin: 257.6 kJ/mol
frontier orbital gap: 7.64 eV
HOMO energy: -0.239 Ha
LUMO level: 1.142 eV

Structure (XYZ):
```
12
Properties=species:S:1:pos:R:3:forces:R:3:nbo_charge:R:1
C 0.550 0.051 1.503 -1.25 0.37 -0.30 -0.4705
C 0.011 1.135 0.835 1.61 -3.96 0.39 -0.2514
P 0.305 -1.302 0.341 1.39 -3.06 4.15 0.4259
C -0.419 0.785 -0.643 -0.30 0.94 1.28 -0.4296
C -0.063 -0.636 -1.178 -1.77 0.74 -1.64 -0.7200
H 0.888 -0.120 2.611 -0.73 0.67 -2.45 0.2578
H -0.144 2.022 1.369 -0.29 1.52 -0.04 0.2172
H 0.368 -2.660 0.767 0.09 0.80 -0.52 0.0625
H -1.470 0.986 -0.701 -0.78 -0.05 -0.17 0.2201
H 0.066 1.496 -1.243 0.53 1.00 -1.06 0.2220
H -0.830 -1.164 -1.805 0.01 0.71 1.06 0.2497
H 0.736 -0.592 -1.857 1.49 0.32 -0.70 0.2162
```
Forces are in eV/Å.


No. 2
Density functional theory data (ωB97M-V/def2-TZVPD) for a structure of composition C14H25ClIN2OP2Tb in a non-equilibrium geometry.

## Properties
DFT total energy: -81573.7560 eV
2S+1: 7
ΔE to the lowest compared entry with this formula, charge and spin: 0.0 kJ/mol
frontier orbital gap (alpha / beta): 7.48 / 7.86 eV
HOMO energy (alpha / beta): -0.541 / -0.541 Ha
LUMO level (alpha / beta): -7.247 / -6.868 eV
total charge: +2

Structure (XYZ):
```
47
Properties=species:S:1:pos:R:3:forces:R:3:mulliken_spin:R:1
C 0.007 0.816 -7.742 0.00 -0.31 0.21 0.0018
C 0.010 1.362 -6.328 0.03 3.53 -0.20 -0.0012
H 0.010 1.652 -8.465 0.00 -0.29 0.62 0.0000
H -0.880 0.196 -7.900 0.10 0.02 0.09 -0.0003
H 0.888 0.188 -7.902 -0.10 0.02 0.09 -0.0003
O 0.019 2.533 -6.048 -0.02 -2.74 -0.33 0.0003
I 0.000 -0.040 -4.582 0.00 -0.18 -0.11 -0.0073
Tb 0.002 0.269 -0.510 0.00 -0.95 -0.86 6.0704
P 2.641 -0.136 -0.078 1.08 -0.56 -0.03 -0.0290
C 3.523 1.092 0.924 0.07 0.28 0.21 0.0019
C 3.184 -1.796 0.455 -0.03 -0.21 0.12 0.0018
H 4.270 -1.945 0.354 -0.32 0.22 0.00 -0.0009
H 4.275 -0.093 -1.896 -0.15 0.05 -0.02 -0.0017
H 2.669 -2.561 -0.153 0.17 0.36 0.30 0.0004
H 2.682 -0.671 -2.469 0.19 0.35 0.30 0.0004
H 3.208 0.970 1.976 0.14 0.13 -0.43 -0.0007
H 2.916 -1.930 1.518 0.09 0.00 -0.44 -0.0007
C 3.193 0.063 -1.819 -0.01 0.08 0.01 0.0081
H 4.615 0.998 0.873 -0.26 -0.03 -0.05 -0.0005
H 2.966 1.090 -2.165 0.11 -0.43 0.04 -0.0006
H 3.238 2.101 0.572 0.19 -0.36 0.25 -0.0011
P -2.643 -0.097 -0.075 -1.09 -0.55 -0.03 -0.0291
C -3.506 1.146 0.925 -0.06 0.29 0.21 0.0019
C -3.194 0.107 -1.816 0.01 0.08 0.01 0.0081
H -2.707 -2.521 -0.146 -0.16 0.37 0.30 0.0004
H -4.298 -1.881 0.363 0.32 0.21 -0.01 -0.0009
H -2.940 -1.884 1.524 -0.08 0.00 -0.44 -0.0007
C -3.210 -1.748 0.462 0.02 -0.21 0.12 0.0019
H -2.692 -0.634 -2.465 -0.19 0.35 0.30 0.0004
H -4.277 -0.036 -1.892 0.15 0.05 -0.02 -0.0016
H -4.600 1.069 0.873 0.26 -0.03 -0.05 -0.0005
H -3.205 2.150 0.573 -0.19 -0.36 0.25 -0.0011
H -2.954 1.130 -2.164 -0.11 -0.43 0.04 -0.0006
H -3.194 1.019 1.978 -0.14 0.13 -0.43 -0.0007
Cl -0.016 -2.038 -1.491 0.01 0.85 0.49 -0.0226
N 0.000 0.046 7.402 0.00 -0.14 -3.03 0.0012
C 0.000 0.003 6.229 0.00 0.13 2.87 -0.0008
C 0.000 -0.022 4.791 0.00 -0.08 -0.23 0.0014
C 0.001 -1.245 4.100 0.00 -0.20 0.51 -0.0005
C 0.001 -1.243 2.722 0.00 0.94 -0.97 0.0058
N 0.001 -0.070 2.001 0.00 0.59 0.78 -0.0086
C 0.000 1.131 2.686 0.00 -1.51 -0.23 -0.0013
C 0.000 1.183 4.077 0.00 0.55 -0.27 -0.0046
H 0.001 -2.203 4.643 0.00 0.63 -0.26 0.0000
H 0.001 -2.198 2.160 0.00 0.82 0.25 -0.0010
H 0.000 2.069 2.097 0.00 -0.65 0.32 0.0133
H -0.001 2.168 4.579 0.00 -0.81 -0.23 -0.0004
```
Forces are in eV/Å.


No. 3
Density functional theory data (ωB97M-V/def2-TZVPD) for a cluster of 3 separate species, C5H9Cl7 in total.

## Properties
structure (SMILES): ClC(Cl)Cl.ClCCCl.ClCCCl
DFT total energy: -92988.3095 eV
ΔE to the lowest compared entry with this formula, charge and spin: 1.8 kJ/mol
frontier orbital gap: 11.50 eV
HOMO energy: -0.398 Ha
LUMO level: 0.660 eV

Structure (XYZ):
```
21
Properties=species:S:1:pos:R:3:forces:R:3:nbo_charge:R:1
Cl -21.027 -17.787 -25.037 -0.14 0.21 -0.03 -0.0567
C -19.974 -19.117 -24.521 0.06 -0.24 0.31 -0.3918
C -19.469 -19.850 -25.731 -0.09 -0.05 -0.30 -0.3793
Cl -18.287 -21.085 -25.216 0.05 0.00 -0.04 -0.0646
H -20.559 -19.777 -23.883 0.01 0.04 0.00 0.2201
H -19.155 -18.710 -23.935 -0.03 0.10 -0.06 0.2303
H -18.999 -19.171 -26.438 0.16 -0.06 0.09 0.2228
H -20.274 -20.368 -26.245 -0.02 0.00 -0.01 0.2175
Cl -19.957 -16.835 -18.299 -0.05 0.07 0.03 -0.0541
C -18.328 -17.051 -18.981 0.04 -0.02 0.15 -0.3909
C -18.335 -17.961 -20.171 0.09 -0.32 -0.37 -0.3839
Cl -19.261 -17.273 -21.537 0.02 0.01 0.06 -0.0640
H -17.722 -17.492 -18.192 0.07 0.03 -0.04 0.2247
H -17.930 -16.076 -19.250 -0.07 0.06 0.08 0.2237
H -18.759 -18.937 -19.949 -0.13 0.08 0.08 0.2232
H -17.319 -18.117 -20.531 0.02 0.10 0.04 0.2238
C -22.679 -24.226 -26.328 -0.03 0.16 -0.12 -0.2878
Cl -22.319 -25.560 -25.247 0.00 -0.13 0.06 0.0299
Cl -22.398 -24.665 -28.012 0.01 -0.03 0.01 0.0215
Cl -21.743 -22.797 -25.888 0.07 0.05 0.03 0.0081
H -23.724 -23.969 -26.227 -0.05 -0.05 0.04 0.2276
```
Forces are in eV/Å.


No. 4
Density functional theory data (ωB97M-V/def2-TZVPD) for the ion C6H13N2 with charge +1 in a non-equilibrium geometry.

## Properties
DFT total energy: -9402.1192 eV
ΔE to the lowest compared entry with this formula, charge and spin: 458.2 kJ/mol
frontier orbital gap (alpha / beta): 8.40 / 8.64 eV
HOMO energy (alpha / beta): -0.481 / -0.478 Ha
LUMO level (alpha / beta): -4.684 / -4.360 eV
total charge: +1

Structure (XYZ):
```
21
Properties=species:S:1:pos:R:3:forces:R:3:nbo_charge:R:1
C -1.381 -1.830 1.073 -0.40 0.16 0.28 -0.1983
C -0.565 0.576 0.972 1.34 0.53 -1.19 0.0645
C -0.398 -0.751 1.510 -0.38 -0.64 0.35 -0.2021
C 1.168 1.081 -0.812 -0.76 -0.05 0.95 0.1041
C 2.202 0.049 -0.782 0.21 -0.36 -0.08 -0.7160
C -1.216 1.540 -1.208 -0.46 0.46 -0.22 -0.4111
N -0.236 0.695 -0.503 -0.01 -0.39 0.44 -0.4682
N -0.066 -1.777 0.521 0.45 -0.18 -0.45 -0.6169
H -1.647 -2.593 1.790 0.11 -0.04 0.09 0.2301
H -2.181 -1.539 0.405 -0.03 -0.02 -0.02 0.2026
H -0.383 1.458 1.562 -0.14 0.26 -0.08 0.2206
H -0.029 -0.833 2.528 0.01 -0.02 -0.12 0.2491
H 1.400 2.123 -0.672 -0.24 0.21 0.01 0.2061
H 2.450 -0.283 0.233 -0.03 0.03 0.08 0.2459
H 3.120 0.450 -1.206 0.00 -0.02 -0.08 0.2659
H 1.895 -0.841 -1.337 0.09 0.00 -0.04 0.2425
H -1.013 1.536 -2.275 0.12 -0.07 -0.02 0.2402
H -2.223 1.172 -1.022 0.06 -0.10 0.06 0.2366
H -1.151 2.562 -0.836 0.11 -0.08 0.03 0.2311
H 0.563 -2.498 0.861 -0.08 0.12 0.08 0.4012
H -0.309 -0.298 -0.803 0.04 0.20 -0.05 0.4722
```
Forces are in eV/Å.


No. 5
Density functional theory data (ωB97M-V/def2-TZVPD) for a cluster of 2 separate species, C3H10N2O3S in total in a non-equilibrium geometry.

## Properties
DFT total energy: -23226.5054 eV
ΔE to the lowest compared entry with this formula, charge and spin: 357.9 kJ/mol
frontier orbital gap (alpha / beta): 8.95 / 8.95 eV
HOMO energy (alpha / beta): -0.342 / -0.342 Ha
LUMO level (alpha / beta): -0.345 / -0.346 eV

Structure (XYZ):
```
19
Properties=species:S:1:pos:R:3:forces:R:3:nbo_charge:R:1
C 1.754 0.988 -0.642 1.34 3.57 0.78 -0.6490
C 1.088 0.460 0.622 -0.56 0.96 -0.89 -0.1176
C -0.393 0.560 0.283 -1.86 -2.52 4.41 -0.3021
N 1.463 -0.881 0.736 1.14 -1.61 -0.30 -0.8279
N -1.160 -0.920 1.771 1.61 3.84 -0.87 -0.8774
O -0.917 -1.701 -0.955 0.21 -2.37 -0.28 -0.9233
O -2.620 0.087 -0.780 1.53 -1.36 4.57 -0.8486
O -0.782 0.367 -2.281 -0.11 -0.34 -0.55 -0.9431
S -1.119 -0.324 -1.073 0.85 3.44 0.81 2.3583
H 1.912 2.121 -0.705 -0.37 -1.33 0.55 0.2138
H 1.402 0.791 -1.609 -1.39 -0.87 -0.96 0.2368
H 2.707 0.571 -0.643 1.98 -0.57 0.11 0.2321
H 1.461 0.917 1.579 -1.05 0.47 -1.16 0.2334
H -1.024 1.381 0.618 0.25 0.13 -0.47 0.2453
H 1.208 -1.270 1.640 -0.44 -0.21 -0.70 0.3928
H 1.069 -1.334 -0.088 0.39 -0.96 0.88 0.3588
H -1.994 -0.365 2.060 0.30 -1.43 -0.94 0.3606
H -1.176 -1.660 1.084 -1.25 -0.04 0.06 0.3668
H -2.881 0.214 -1.618 -2.58 1.20 -5.05 0.4902
```
Forces are in eV/Å.


No. 6
Density functional theory data (ωB97M-V/def2-TZVPD) for a cluster of 5 separate species, C18H40BO16PS5 in total in a non-equilibrium geometry.

## Properties
DFT total energy: -116219.2690 eV
ΔE to the lowest compared entry with this formula, charge and spin: 0.0 kJ/mol
frontier orbital gap: 9.78 eV
HOMO energy: -0.358 Ha
LUMO level: 0.043 eV

Structure (XYZ):
```
81
Properties=species:S:1:pos:R:3:forces:R:3:mulliken_charge:R:1
O 1.772 3.654 1.966 -0.15 -0.15 -0.04 -0.5599
S 0.871 3.721 0.844 0.26 0.42 0.52 0.7422
O 1.649 4.667 -0.271 -0.29 -0.38 -0.29 -0.2945
C 1.101 6.016 -0.279 -0.05 0.46 0.04 -0.5067
B 0.040 6.106 -1.462 -0.30 0.29 0.06 0.7485
O -1.221 5.555 -1.303 0.17 -0.10 -0.26 -0.5770
O 0.391 6.686 -2.656 0.77 -0.70 0.12 -0.5581
O 1.094 2.295 0.096 0.08 0.09 -0.27 -0.3219
C 0.218 2.110 -1.019 -0.08 0.05 0.08 0.2836
P 1.057 1.150 -2.307 0.23 0.03 0.03 0.7668
O 1.516 -0.180 -1.903 0.14 0.44 -0.22 -0.8751
O 2.233 2.079 -2.837 -0.26 -0.04 -0.05 -0.4830
O 0.001 1.190 -3.504 0.14 -0.04 0.29 -0.4861
H 1.943 6.692 -0.414 0.07 -0.07 0.04 0.2317
H 0.646 6.238 0.691 0.07 0.02 0.02 0.3162
H -1.880 6.118 -0.888 -0.02 -0.20 0.10 0.3022
H 0.179 6.143 -3.423 -0.56 0.41 -0.11 0.3006
H -0.081 3.073 -1.447 -0.04 -0.03 -0.04 0.0716
H -0.699 1.601 -0.708 0.05 -0.07 0.02 0.1216
H 1.927 2.960 -3.086 0.18 0.02 0.01 0.3130
H -0.728 0.561 -3.368 -0.23 0.16 -0.39 0.3578
C -2.355 -2.201 -6.367 -0.05 0.01 0.06 -0.3039
C -3.828 -2.545 -6.099 0.03 0.03 0.00 -0.6579
C -4.353 -1.535 -5.071 -0.04 -0.18 -0.04 -0.4046
S -3.384 -0.038 -5.309 -0.04 -0.08 -0.18 0.9845
O -2.596 0.193 -4.118 0.09 -0.02 0.21 -0.6209
O -4.208 1.014 -5.837 0.02 0.08 0.08 -0.7049
C -2.308 -0.692 -6.580 0.09 -0.13 -0.06 -0.7173
H -1.964 -2.734 -7.232 0.00 -0.01 0.00 0.3614
H -1.745 -2.473 -5.502 0.02 0.01 -0.01 0.0392
H -4.398 -2.458 -7.025 0.01 0.02 -0.01 0.2954
H -3.945 -3.564 -5.736 -0.01 0.00 0.00 0.3729
H -5.401 -1.283 -5.210 0.00 0.06 0.04 0.3779
H -4.186 -1.868 -4.047 0.05 0.06 0.01 0.0869
H -1.319 -0.253 -6.462 -0.03 0.07 0.04 0.4043
H -2.735 -0.404 -7.540 -0.02 0.02 0.01 0.3462
C -0.122 1.152 5.796 0.01 -0.02 -0.07 -0.7201
C 1.023 1.013 4.785 -0.02 0.10 -0.03 -0.2597
C 0.393 0.799 3.404 0.19 -0.09 0.31 0.5845
S -1.208 1.601 3.460 0.33 -0.21 -0.13 1.1578
O -2.261 0.618 3.333 -0.01 0.00 -0.05 -0.6880
O -1.197 2.730 2.557 -0.31 0.16 -0.02 -0.6657
C -1.115 2.127 5.167 -0.01 0.05 0.16 -0.7908
H 0.231 1.515 6.759 -0.01 0.00 0.01 0.4072
H -0.602 0.184 5.957 -0.02 0.01 0.01 0.2937
H 1.615 1.930 4.779 0.00 0.01 -0.03 0.2894
H 1.691 0.194 5.045 -0.02 0.00 0.03 -0.1405
H 0.972 1.242 2.597 -0.07 -0.04 -0.04 0.0101
H 0.208 -0.249 3.187 -0.03 0.01 0.00 -0.2174
H -2.113 2.095 5.597 -0.04 0.01 -0.08 0.4412
H -0.734 3.148 5.172 0.01 0.00 -0.04 0.3230
C -1.203 -2.764 -1.762 -0.01 -0.04 0.11 -0.6623
C -2.081 -1.607 -1.261 0.07 -0.09 0.05 0.1180
C -1.923 -1.534 0.263 -0.11 0.11 -0.12 -0.8957
S -0.282 -2.181 0.616 0.11 -0.11 -0.48 1.2603
O -0.407 -3.396 1.388 0.03 0.00 0.16 -0.8249
O 0.579 -1.124 1.082 0.04 0.01 0.20 -0.5059
C 0.146 -2.594 -1.069 -0.16 -0.16 -0.09 -0.4425
H -1.094 -2.750 -2.847 0.00 0.02 -0.01 0.1290
H -1.651 -3.720 -1.480 -0.03 0.00 -0.03 0.3947
H -1.743 -0.673 -1.713 -0.03 0.00 0.01 -0.2376
H -3.127 -1.741 -1.535 0.00 0.06 -0.01 0.4418
H -1.983 -0.522 0.657 0.00 -0.04 0.11 0.2808
H -2.636 -2.169 0.786 0.04 -0.03 0.03 0.3961
H 0.764 -3.489 -1.063 -0.03 -0.04 0.11 0.5432
H 0.707 -1.748 -1.473 -0.12 -0.23 0.16 0.1596
C 3.912 -4.334 3.811 -0.05 0.04 -0.01 -0.6709
C 3.361 -3.505 2.643 0.04 -0.02 0.03 -0.5717
C 2.821 -2.196 3.228 -0.05 -0.04 -0.20 -0.2360
S 3.780 -1.877 4.714 0.03 -0.12 -0.14 1.1964
O 2.901 -1.951 5.858 0.00 0.06 0.04 -0.6597
O 4.626 -0.726 4.530 -0.01 0.07 0.09 -0.7067
C 4.758 -3.377 4.644 0.01 -0.17 -0.03 -0.7589
H 4.499 -5.185 3.465 0.00 0.00 0.00 0.3864
H 3.087 -4.718 4.415 0.01 -0.01 0.01 0.2993
H 4.163 -3.289 1.934 0.02 0.01 0.02 0.3406
H 2.576 -4.034 2.103 -0.02 0.02 0.00 0.2491
H 2.935 -1.353 2.552 -0.05 0.06 0.06 0.2480
H 1.779 -2.289 3.527 0.01 0.02 0.05 0.1934
H 4.951 -3.716 5.659 -0.01 0.08 0.03 0.4207
H 5.695 -3.127 4.147 0.00 0.03 0.00 0.3378
```
Forces are in eV/Å.